Entry 1:
Formula: C2H6NOS
Source: the OMol25 dataset
Level of theory: ωB97M-V/def2-TZVPD

Computed properties:
- HOMO-LUMO gap (Ha) = 0.2507
- net charge = -1
- LUMO level (Ha) = 0.154

Positions of all 11 atoms, in Å:
C1 -0.989 -2.085 -1.538
S1 -1.547 -0.628 -0.466
H1 -1.796 -2.348 -2.218
H2 -0.072 -1.764 -2.004
H3 -0.855 -2.922 -0.855
C2 1.059 1.484 0.934
N1 1.569 0.685 -0.052
O1 1.647 1.698 1.983
H4 0.190 2.083 0.663
H5 0.825 0.128 -0.499
H6 2.286 0.074 0.284

For reference, the natural (NBO) charges in units of e are: -0.724, -0.770, 0.180, 0.177, 0.179, 0.548, -0.855, -0.649, 0.123, 0.428, 0.364



Entry 2:
Formula: C2H6NOS
Source: the OMol25 dataset
Level of theory: ωB97M-V/def2-TZVPD

Computed properties:
- multiplicity = 2
- HOMO-LUMO gap (spin up / spin down) (Ha) = 0.3836 / 0.2582
- ⟨S²⟩ = 0.753
- LUMO level (spin up / spin down) (Ha) = 0.025 / -0.087

Positions of all 11 atoms, in Å:
C1 2.191 0.819 -0.342
S1 1.636 -0.844 0.090
H1 2.828 0.773 -1.239
H2 1.382 1.510 -0.600
H3 2.746 1.292 0.458
C2 -1.939 -1.213 0.489
N1 -1.676 0.007 -0.126
O1 -2.817 -1.269 1.315
H4 -1.356 -2.084 0.181
H5 -0.819 0.271 -0.582
H6 -2.176 0.736 0.356

For reference, the natural (NBO) charges in units of e are: -0.806, 0.115, 0.251, 0.216, 0.227, 0.524, -0.842, -0.596, 0.126, 0.394, 0.391



Entry 3:
Formula: C2H6NOS
Source: the OMol25 dataset
Level of theory: ωB97M-V/def2-TZVPD

Computed properties:
- HOMO-LUMO gap (spin up / spin down) (Ha) = 0.3610 / 0.3610
- net charge = +1
- LUMO level (spin up / spin down) (Ha) = -0.189 / -0.189

Positions of all 11 atoms, in Å:
C1 -0.618 0.678 0.421
C2 0.034 -1.345 -0.794
N1 0.271 -0.126 -0.056
O1 1.523 0.376 -0.264
S1 -0.215 2.478 0.829
H1 -1.682 0.431 0.651
H2 0.350 -2.124 -0.264
H3 0.508 -1.400 -1.712
H4 -1.071 -1.635 -0.976
H5 2.165 0.079 0.410
H6 -1.264 2.590 1.755

For reference, the natural (NBO) charges in units of e are: 0.110, -0.439, -0.022, -0.504, 0.140, 0.273, 0.231, 0.259, 0.252, 0.515, 0.184



Entry 4:
Formula: C2H6NOS
Source: the OMol25 dataset
Level of theory: ωB97M-V/def2-TZVPD

Computed properties:
- HOMO-LUMO gap (spin up / spin down) (Ha) = 0.2814 / 0.2811
- net charge = +1
- LUMO level (spin up / spin down) (Ha) = -0.270 / -0.271

Positions of all 11 atoms, in Å:
C1 0.913 0.882 0.387
C2 -0.889 -0.234 -0.618
N1 0.000 0.003 0.455
O1 -0.275 -0.807 1.455
S1 -0.240 -0.669 4.395
H1 0.959 1.471 -0.487
H2 -1.442 0.674 -0.906
H3 -1.653 -0.976 -0.299
H4 -0.224 -0.688 -1.288
H5 0.073 -0.615 2.462
H6 1.506 0.886 1.395

For reference, the natural (NBO) charges in units of e are: -0.014, -0.457, 0.095, -0.523, 0.204, 0.250, 0.258, 0.271, 0.246, 0.429, 0.243



Entry 5:
Formula: C2H6NP
Source: the OMol25 dataset
Level of theory: ωB97M-V/def2-TZVPD

Computed properties:
- HOMO-LUMO gap (Ha) = 0.3372
- LUMO level (Ha) = 0.000

Positions of all 10 atoms, in Å:
C1 0.926 -0.179 -0.545
C2 -0.391 0.827 0.606
N1 -2.340 -0.913 0.214
P1 -1.831 0.438 -0.389
H1 0.648 -1.242 -0.388
H2 0.796 0.372 -1.458
H3 1.964 0.107 -0.272
H4 -0.077 1.812 0.797
H5 -0.263 0.164 1.474
H6 -2.944 -1.226 -0.581

For reference, the natural (NBO) charges in units of e are: -0.579, -0.800, -1.097, 1.011, 0.231, 0.205, 0.214, 0.223, 0.240, 0.353



Entry 6:
Formula: C2H6NS
Source: the OMol25 dataset
Level of theory: ωB97M-V/def2-TZVPD

Computed properties:
- HOMO-LUMO gap (Ha) = 0.2263
- net charge = -1
- LUMO level (Ha) = 0.133

Positions of all 10 atoms, in Å:
S1 3.134 1.671 -2.516
H1 3.859 0.848 -3.289
C1 -1.518 -0.666 1.696
C2 -1.202 -0.101 0.519
N1 0.005 -0.168 -0.128
H2 -0.744 -1.221 2.210
H3 -2.512 -0.575 2.091
H4 -1.955 0.551 0.060
H5 0.397 0.676 -0.510
H6 0.536 -1.015 -0.132

For reference, the natural (NBO) charges in units of e are: -1.080, 0.083, -0.547, 0.034, -0.841, 0.185, 0.191, 0.165, 0.420, 0.390



Entry 7:
Formula: C2H6NS
Source: the OMol25 dataset
Level of theory: ωB97M-V/def2-TZVPD

Computed properties:
- HOMO-LUMO gap (Ha) = 0.2453
- net charge = -1
- LUMO level (Ha) = 0.162

Positions of all 10 atoms, in Å:
N1 -1.173 -0.822 -0.025
C1 0.299 -0.577 0.373
C2 0.889 0.644 -0.306
S1 -0.100 2.261 -0.065
H1 -1.644 -0.044 -0.621
H2 -1.887 -0.616 0.608
H3 0.376 -0.720 1.447
H4 0.690 -1.557 -0.027
H5 0.656 0.682 -1.407
H6 1.895 0.748 0.024

For reference, the natural (NBO) charges in units of e are: -0.903, -0.225, -0.545, -0.778, 0.370, 0.343, 0.174, 0.162, 0.217, 0.185



Entry 8:
Formula: C2H6NS2
Source: the OMol25 dataset
Level of theory: ωB97M-V/def2-TZVPD

Computed properties:
- HOMO-LUMO gap (spin up / spin down) (Ha) = 0.2743 / 0.2930
- net charge = +1
- LUMO level (spin up / spin down) (Ha) = -0.181 / -0.176

Positions of all 11 atoms, in Å:
C1 -0.902 -0.026 0.490
C2 1.000 -0.290 -0.806
N1 -0.033 0.708 -0.291
S1 -2.361 -0.543 -0.154
S2 2.438 -0.578 0.093
H1 -0.570 -0.150 1.579
H2 0.449 -1.080 -1.339
H3 -0.484 1.360 -1.080
H4 0.523 1.334 0.441
H5 -2.687 -1.595 0.731
H6 2.627 0.858 0.335

For reference, the natural (NBO) charges in units of e are: -0.284, -0.266, -0.613, 0.177, 0.207, 0.260, 0.242, 0.467, 0.466, 0.205, 0.139



Entry 9:
Formula: C2H6O
Source: the OMol25 dataset
Level of theory: ωB97M-V/def2-TZVPD

Computed properties:
- HOMO-LUMO gap (Ha) = 0.4076
- LUMO level (Ha) = 0.038

Positions of all 9 atoms, in Å:
C1 0.761 -0.432 -0.515
C2 -0.374 0.496 0.071
O1 -0.798 -0.035 1.351
H1 0.852 -1.401 0.018
H2 0.515 -0.700 -1.545
H3 1.736 0.036 -0.698
H4 -1.167 0.525 -0.603
H5 0.236 1.390 0.351
H6 -1.762 0.121 1.571

For reference, the natural (NBO) charges in units of e are: -0.643, -0.072, -0.749, 0.228, 0.202, 0.209, 0.175, 0.174, 0.475



Entry 10:
Formula: C2H6O
Source: the OMol25 dataset
Level of theory: ωB97M-V/def2-TZVPD

Computed properties:
- HOMO-LUMO gap (Ha) = 0.4234
- LUMO level (Ha) = 0.037

Positions of all 9 atoms, in Å:
C1 0.000 0.000 0.000
C2 0.755 0.087 1.111
H1 0.205 -0.879 -0.622
H2 -0.864 0.620 -0.263
H3 1.470 -0.696 1.389
H4 0.570 0.888 1.835
O1 -0.637 -2.158 -2.266
H5 -0.012 -1.756 -1.622
H6 -1.397 -2.461 -1.718

For reference, the natural (NBO) charges in units of e are: -0.359, -0.376, 0.128, 0.212, 0.201, 0.197, -0.926, 0.453, 0.469



Entry 11:
Formula: C2H6O18S4Y
Source: the OMol25 dataset
Level of theory: ωB97M-V/def2-TZVPD

Computed properties:
- multiplicity = 2
- HOMO-LUMO gap (spin up / spin down) (Ha) = 0.1555 / 0.1478
- net charge = -4
- ⟨S²⟩ = 0.760
- LUMO level (spin up / spin down) (Ha) = 0.311 / 0.303

Positions of all 31 atoms, in Å:
Y1 3.627 -0.095 8.899
S1 4.096 -2.194 11.065
O1 4.647 -0.858 10.811
O2 5.014 -3.220 10.647
O3 3.532 -2.392 12.373
O4 3.057 -2.192 10.010
S2 0.899 -1.982 7.420
O5 0.842 -2.134 5.994
O6 2.000 -1.096 7.802
O7 -0.377 -1.552 7.908
O8 1.204 -3.332 7.911
S3 3.281 2.223 6.159
O9 3.426 1.510 7.411
O10 3.232 3.648 6.247
O11 4.359 1.857 5.257
O12 2.070 1.745 5.545
S4 5.887 -1.216 7.491
O13 6.088 -0.631 6.180
O14 4.568 -1.727 7.644
O15 6.828 -2.285 7.872
O16 5.784 -0.146 8.486
C1 3.198 2.786 9.872
C2 1.991 2.126 10.543
O17 1.716 0.951 9.749
O18 4.328 1.944 9.945
H1 3.380 3.704 10.430
H2 3.167 3.297 8.909
H3 1.099 2.745 10.438
H4 2.025 1.862 11.600
H5 0.782 0.767 9.872
H6 5.106 2.454 9.707

For reference, the natural (NBO) charges in units of e are: 1.981, 2.630, -1.104, -1.054, -1.096, -1.103, 2.603, -0.814, -0.961, -1.043, -0.671, 2.660, -1.123, -1.135, -1.095, -1.129, 2.637, -1.041, -1.078, -1.076, -1.124, -0.107, -0.083, -0.703, -0.701, 0.124, 0.263, 0.159, 0.176, 0.503, 0.506



Entry 12:
Formula: C2H6O2
Source: the OMol25 dataset
Level of theory: ωB97M-V/def2-TZVPD

Computed properties:
- HOMO-LUMO gap (Ha) = 0.3625
- LUMO level (Ha) = 0.027

Positions of all 10 atoms, in Å:
C1 0.940 -0.490 -0.473
C2 -0.014 0.009 -1.247
O1 -1.285 -0.519 -0.879
H1 1.921 -0.103 -0.620
H2 0.577 -1.349 0.069
H3 -0.115 0.422 -2.146
H4 -2.067 -0.010 -1.311
O2 0.477 0.903 2.160
H5 0.838 0.144 2.547
H6 -0.253 0.707 1.535

For reference, the natural (NBO) charges in units of e are: -0.487, 0.123, -0.740, 0.219, 0.225, 0.177, 0.480, -0.952, 0.470, 0.486



| no. | DFT total energy (eV) |
| --- | --- |
| 1 | -16545.2590 |
| 2 | -16542.8322 |
| 3 | -16534.1608 |
| 4 | -16531.2723 |
| 5 | -12947.5828 |
| 6 | -14496.7988 |
| 7 | -14496.1244 |
| 8 | -25320.5398 |
| 9 | -4217.8207 |
| 10 | -4217.3556 |
| 11 | -83405.6558 |
| 12 | -6264.2772 |